Record 1
# C34H36BCuN2O2Te

A molecular structure, C34H36BCuN2O2Te (wB97M-V/def2-TZVPD, OMol25).

Results
- E_LUMO: 3.73 eV
- Total energy: -95526.988 eV
- Spin multiplicity: 1
- Net charge: -2
- Energy above the lowest of the compared OMol25 structures with the same formula, charge and spin: 17.13 kJ/mol

Element x y z (Å)
1 Te 1.12941 -0.83082 -4.70424
2 Cu 0.30092 1.74658 -0.50535
3 O -0.49138 1.83672 5.63533
4 O -0.20039 1.60681 1.59035
5 N 2.32462 1.54755 -0.36592
6 N -0.60099 -0.04260 -0.76810
7 C -2.63520 3.54843 -1.60914
8 C 2.89253 3.83797 4.25211
9 C -1.87456 -2.06593 -0.39703
10 C -2.60277 -1.08400 3.57899
11 C -3.60349 -1.97798 4.27130
12 C 3.06198 -4.17121 -2.67091
13 C -0.12230 3.42464 -1.63250
14 C 0.88181 -4.96831 -3.29086
15 C -0.11428 1.56483 4.50360
16 C -0.80904 0.69306 2.17795
17 C 1.23500 2.09866 4.07774
18 C -2.37032 -1.19909 2.20738
19 C 3.39270 1.29872 -0.73108
20 C 3.34951 1.87304 2.94056
21 C -1.36052 5.68441 -1.81070
22 C 3.74710 3.11071 3.43139
23 C -2.91619 -4.48989 -1.32231
24 C -2.98616 -2.08447 -1.22628
25 C -1.26835 -0.75255 0.05690
26 C 1.64309 3.32592 4.58025
27 C 1.56514 -2.73166 -3.90433
28 C -1.29510 -3.27244 -0.02346
29 C -1.48151 -0.41611 1.48936
30 C 2.10870 -5.18117 -2.67889
31 C 2.09646 1.37411 3.26162
32 C -1.80527 -4.47868 -0.48908
33 C -3.50883 -3.28829 -1.68768
34 C 0.86073 -0.00019 -2.75572
35 C -0.91543 0.66632 3.62820
36 C -0.42411 -0.53773 -2.14504
37 C 0.60980 -3.74661 -3.90029
38 C 2.79522 -2.94968 -3.28211
39 C -1.83021 -0.16035 4.26366
40 C -1.33963 4.26363 -1.22668
41 B 4.85377 0.90845 -1.27236
42 H -0.46574 6.23672 -1.50949
43 H -4.37545 -3.28385 -2.33750
44 H 4.73431 -0.09895 -1.96900
45 H -2.92687 -1.96569 1.67401
46 H -2.24185 6.26722 -1.49714
47 H -0.24902 3.18395 -2.71082
48 H 1.77061 0.43133 2.84233
49 H -1.35971 5.63012 -2.90714
50 H 3.99096 1.32391 2.26309
51 H 4.01316 -4.32387 -2.17533
52 H 2.31587 -6.12742 -2.19268
53 H -3.43927 -1.14363 -1.51946
54 H 5.30824 1.82793 -1.93786
55 H -4.60227 -1.89529 3.83014
56 H 3.19251 4.81038 4.62534
57 H -3.32180 -3.03599 4.22389
58 H -0.41098 -1.62793 -2.18699
59 H 3.52904 -2.15250 -3.24758
60 H 0.78720 4.04509 -1.57929
61 H -1.26571 -0.20071 -2.75444
62 H -1.34223 4.36547 -0.13181
63 H 0.12185 -5.74080 -3.27613
64 H -1.33085 -5.40915 -0.20124
65 H 0.96434 3.87544 5.22048
66 H -3.69102 -1.71079 5.32687
67 H -2.62881 2.53062 -1.20859
68 H -1.91671 -0.06586 5.34320
69 H -0.43008 -3.25681 0.63036
70 H 5.58367 0.66742 -0.31514
71 H 4.71179 3.51648 3.14990
72 H -3.53056 4.06676 -1.24212
73 H 1.74786 -0.28405 -2.19181
74 H -2.71237 3.47616 -2.70312
75 H -0.36002 -3.57198 -4.35068
76 H 0.85426 1.08837 -2.84548
77 H -3.31682 -5.42888 -1.68546

Atoms 1-3, force components in eV/Å:
Te 0.00 0.05 -0.16
Cu -0.21 0.77 -0.22
O -0.12 0.13 0.25

Record 2
# C18H45BCdF4N3O4S

A molecular structure, C18H45BCdF4N3O4S (wB97M-V/def2-TZVPD, OMol25).

Results
- E_LUMO: 2.41 eV
- Total energy: -59010.343 eV
- Spin multiplicity: 1
- Net charge: -1

Element x y z (Å)
1 Cd -0.56399 0.00614 2.01351
2 S 0.14004 2.67425 1.81176
3 F 0.93899 -0.86905 -1.34524
4 F -0.84758 -1.12178 0.03991
5 F 0.82466 -2.75612 -0.00704
6 F 1.21442 -0.68634 0.91805
7 O -0.86134 3.68656 2.09499
8 O -0.27136 1.70362 0.72990
9 O 1.46023 3.20336 1.54157
10 O 0.20886 1.68128 2.96520
11 N 4.53043 0.15244 -2.17136
12 N -5.30857 1.55963 -1.90191
13 N -0.24713 -1.53423 3.52061
14 C 3.49213 0.07704 -4.44818
15 C 1.96700 -0.39201 4.18180
16 C 6.96524 -0.34487 -2.78952
17 C 5.15248 0.36464 0.19493
18 C -0.89691 -2.09179 5.95490
19 C -5.01753 0.18431 -2.28847
20 C -0.67732 -2.88055 3.08532
21 C -2.09425 -2.92833 2.49739
22 C -3.19306 2.36333 -3.02572
23 C -4.03734 -0.49321 -1.36356
24 C -6.80134 3.49955 -2.35869
25 C 5.80418 0.68801 -2.59354
26 C 3.90118 -0.68656 -3.19414
27 C -1.00435 -1.15648 4.75930
28 C -6.36240 2.10595 -2.75724
29 C 4.54824 -0.53808 -0.89096
30 C 1.22296 -1.68332 3.80237
31 C -4.12966 2.43642 -1.81873
32 B 0.56409 -1.39661 -0.13343
33 H -4.36951 3.46260 -1.56261
34 H -0.56473 -3.67974 3.82445
35 H -0.60832 -0.17679 5.03297
36 H -2.81460 -2.74157 3.30175
37 H 2.77561 0.85152 -4.16668
38 H -6.80096 3.61928 -1.27384
39 H -6.06141 1.99575 -3.81539
40 H 7.89384 0.23283 -2.75411
41 H 4.28866 0.54197 -5.02315
42 H 6.92422 -0.80481 -3.77457
43 H -2.05169 -1.01746 4.49831
44 H -5.97828 -0.33604 -2.21574
45 H -7.80698 3.66349 -2.74884
46 H 1.37168 -2.46615 4.54854
47 H 5.66441 1.15316 -3.56859
48 H 3.00463 -1.12329 -2.75557
49 H -2.57760 1.46261 -3.05865
50 H -2.46350 3.17581 -3.01598
51 H -3.73044 2.39173 -3.97923
52 H 1.32548 0.31658 4.69923
53 H 3.55223 -0.72461 -0.49173
54 H 6.23720 0.44631 0.05624
55 H 4.56983 -1.53166 -3.44176
56 H -2.24901 -2.23638 1.67442
57 H -2.28573 -3.95353 2.18006
58 H 1.63640 -2.04788 2.86453
59 H -1.34707 -1.62065 6.82941
60 H 2.35150 0.05035 3.26841
61 H -4.28553 -0.42906 -0.30053
62 H 0.11324 -2.36279 6.25711
63 H -3.04305 -0.04476 -1.42136
64 H 4.74625 1.36725 0.31806
65 H 6.17677 1.43915 -1.90158
66 H -0.01646 -3.23709 2.28844
67 H 2.92581 -0.63145 -5.05966
68 H -6.16331 4.31638 -2.70462
69 H -4.69693 0.14341 -3.34175
70 H -1.44307 -3.01648 5.75720
71 H -3.56628 2.04692 -0.96485
72 H 5.11612 -1.47888 -0.94739
73 H 6.98975 -1.05130 -1.96275
74 H 2.77605 -0.62140 4.87657
75 H -7.24498 1.46106 -2.67507
76 H -3.93847 -1.56077 -1.56824
77 H 5.04717 -0.07083 1.19480

Atoms 1-3, force components in eV/Å:
Cd -0.65 0.41 -0.19
S 0.45 0.55 0.01
F 0.15 -0.36 -0.03

Record 3
# C2H2N2O3

C2H2N2O3 in the gas phase (wB97M-V/def2-TZVPD, OMol25).

Results
- E_LUMO: -0.36 eV
- Total energy: -11223.412 eV
- Spin multiplicity: 1
- Net charge: 0
- Energy above the lowest of the compared OMol25 structures with the same formula, charge and spin: 520.32 kJ/mol

Element x y z (Å)
1 O 1.80256 -0.02303 0.88195
2 O -1.32013 -0.34083 -0.56195
3 O -0.78404 -0.63036 1.42080
4 N -0.54105 0.20922 0.53853
5 N 0.79372 0.59036 -1.22959
6 C 0.83122 0.36922 0.09053
7 C -0.38327 0.05431 -1.53743
8 H -1.20470 -0.16253 2.00310
9 H -0.83876 -0.02196 -2.41063

Atoms 1-3, force components in eV/Å:
O -4.74 3.06 -3.99
O 4.34 2.68 -2.75
O 3.40 -7.15 1.15

Going through the records in order, we get HOMO energy values of -0.4404 -5.2490 -10.2204 eV.